{"formula": "C52H46Cl5GeInN7O4S", "method": "wB97M-V/def2-TZVPD", "e_lumo_ev": 1.4, "relative_energy_kj_mol": 199.1, "e_tot_ha": -7659.70475, "charge": -1, "homo_energy_ev": -5.00, "homo_lumo_gap_ev": 6.4, "symbols": ["In", "N", "C", "C", "C", "C", "N", "H", "H", "H", "H", "H", "H", "H", "H", "H", "H", "H", "H", "Cl", "C", "C", "C", "Cl", "C", "Cl", "C", "Cl", "C", "Cl", "S", "C", "N", "N", "C", "C", "C", "C", "C", "C", "N", "N", "C", "C", "C", "C", "C", "C", "H", "H", "H", "H", "H", "H", "H", "H", "H", "H", "H", "O", "C", "N", "C", "O", "C", "C", "C", "C", "C", "C", "H", "H", "H", "H", "O", "C", "O", "C", "C", "Ge", "C", "C", "C", "C", "C", "C", "C", "C", "C", "C", "C", "C", "C", "C", "C", "C", "C", "C", "H", "H", "H", "H", "H", "H", "H", "H", "H", "H", "H", "H", "H", "H", "H", "H", "H", "H", "H"], "xyz": [[0.488895, 0.313422, -1.238285], [1.097483, -1.957742, -0.995655], [0.784009, -3.071702, -0.114633], [2.037318, -3.885187, 0.219676], [3.033060, -3.110162, 1.101628], [4.220755, -2.495059, 0.352711], [3.799423, -1.413359, -0.526735], [2.109880, -1.763604, -0.942783], [0.883625, -2.212360, -1.952398], [0.032194, -3.711061, -0.591133], [0.362927, -2.700518, 0.822721], [2.520302, -4.198585, -0.708805], [1.723084, -4.789248, 0.745321], [3.445883, -3.782049, 1.857816], [2.513500, -2.307411, 1.627985], [4.697028, -3.267990, -0.263597], [4.960880, -2.162323, 1.100419], [4.570546, -1.086635, -1.101145], [3.465148, -0.617452, 0.019849], [-1.327549, 0.936274, -4.223096], [-1.843712, 1.907110, -2.913563], [-1.072632, 1.921773, -1.769864], [-1.429135, 2.771231, -0.734461], [-0.447345, 2.777258, 0.661605], [-2.559680, 3.577127, -0.824906], [-2.992089, 4.618130, 0.469475], [-3.353781, 3.515877, -1.966744], [-4.772002, 4.472999, -2.077138], [-2.993490, 2.685395, -3.021932], [-3.984619, 2.600615, -4.423472], [2.375815, 1.883669, -1.987179], [2.542442, 1.451196, -3.654099], [3.108897, 2.300808, -4.474564], [3.601221, 1.839126, -5.633931], [3.848690, 0.511458, -5.994897], [3.463684, 0.032845, -7.243263], [3.749651, -1.270259, -7.611460], [4.436655, -2.108696, -6.754558], [4.866520, -1.620853, -5.527899], [4.591043, -0.325661, -5.152406], [2.195239, 0.248407, -4.164810], [1.900318, -0.724702, -3.425970], [1.622002, -1.892525, -4.129609], [2.214071, -3.068084, -3.661157], [2.001759, -4.255480, -4.328630], [1.187192, -4.286213, -5.450228], [0.617179, -3.118062, -5.928438], [0.844898, -1.919131, -5.284399], [3.588544, 2.536275, -6.366711], [2.911018, 0.674216, -7.913441], [3.424590, -1.631825, -8.576411], [4.643850, -3.129680, -7.039870], [5.433694, -2.256104, -4.863666], [4.917047, 0.047893, -4.193585], [2.870154, -3.019899, -2.803827], [2.474260, -5.161584, -3.973065], [0.998030, -5.228361, -5.943630], [-0.009683, -3.140732, -6.807254], [0.403089, -0.999615, -5.633977], [-1.718675, -0.172536, -0.118498], [-2.120186, -0.865132, -1.049549], [-1.354867, -1.235169, -2.077657], [-2.034814, -2.098397, -2.886580], [-1.589844, -2.679211, -3.854214], [-3.427836, -2.243179, -2.331523], [-4.522317, -2.964064, -2.755962], [-5.692654, -2.850823, -2.011674], [-5.755601, -2.031693, -0.895272], [-4.640294, -1.325155, -0.454792], [-3.481882, -1.448656, -1.188990], [-4.465658, -3.584008, -3.638817], [-6.571389, -3.401996, -2.315591], [-6.688711, -1.943156, -0.357962], [-4.681418, -0.702435, 0.424674], [1.401045, 1.422836, 2.757639], [1.080991, 0.582741, 1.919271], [1.606749, 0.456115, 0.769449], [0.002391, -0.420495, 2.324695], [-1.197014, 0.292572, 2.894692], [-0.893464, 1.771740, 4.230520], [0.156500, 3.467916, 4.226874], [-0.149208, 4.569038, 3.443206], [0.644539, 5.703463, 3.484154], [1.753723, 5.755975, 4.309515], [2.067147, 4.660508, 5.095589], [1.273616, 3.529988, 5.047768], [-2.860063, 2.209249, 4.404453], [-3.724329, 1.132670, 4.577813], [-5.095195, 1.274225, 4.489854], [-5.645793, 2.520969, 4.248343], [-4.810018, 3.616529, 4.131834], [-3.435530, 3.456705, 4.205323], [-0.505326, 0.907831, 5.991051], [-0.273169, -0.455589, 6.099469], [-0.095285, -1.064884, 7.329424], [-0.142228, -0.308194, 8.487063], [-0.360999, 1.057409, 8.400679], [-0.544714, 1.651567, 7.164840], [0.452854, -1.088313, 3.065686], [-0.298099, -0.988353, 1.445983], [-1.832131, -0.431358, 3.406961], [-1.781867, 0.708881, 2.076908], [-1.003331, 4.549182, 2.782110], [0.399749, 6.549232, 2.856529], [2.374321, 6.642728, 4.333399], [2.937651, 4.684520, 5.738831], [1.529450, 2.672627, 5.652835], [-3.309786, 0.156142, 4.789906], [-5.735803, 0.408058, 4.592489], [-6.717680, 2.633337, 4.154598], [-5.231752, 4.598160, 3.962098], [-2.797950, 4.323541, 4.108813], [-0.230180, -1.053286, 5.200674], [0.075701, -2.133055, 7.387935], [-0.013339, -0.783004, 9.451522], [-0.393013, 1.655423, 9.303155], [-0.724795, 2.717073, 7.102533]], "forces_ev_per_angstrom": [[0.0, 0.2, 0.4], [0.1, 0.9, -0.3], [-0.2, -0.3, 0.3], [-0.2, 0.2, 0.2], [0.3, -0.1, -0.3], [0.1, -0.1, 0.3], [0.4, 0.2, 0.1], [0.0, -0.1, -0.3], [-0.1, -0.1, 0.2], [0.1, 0.1, 0.1], [-0.1, -0.1, -0.1], [0.0, -0.1, 0.0], [0.0, 0.0, 0.0], [0.0, 0.0, 0.0], [-0.1, 0.0, 0.1], [0.0, 0.0, 0.1], [-0.1, -0.1, -0.2], [-0.2, 0.0, 0.1], [0.0, 0.0, -0.1], [0.1, -0.3, -0.8], [0.0, 0.5, 0.6], [0.5, -0.7, 0.4], [-0.5, 0.0, -0.8], [0.2, 0.3, 0.4], [0.2, -0.1, 0.0], [-0.1, 0.2, 0.2], [0.1, -0.1, 0.0], [-0.2, 0.2, 0.0], [0.0, -0.1, 0.0], [-0.1, 0.0, -0.2], [-0.1, -0.3, 0.5], [0.5, 1.6, 0.6], [-0.3, -0.2, 0.7], [-0.2, 0.3, -0.7], [0.4, -0.5, -0.5], [0.0, 0.3, 0.2], [0.1, -0.1, 0.0], [0.0, -0.1, -0.2], [0.0, 0.1, 0.0], [0.1, 0.1, -0.1], [-0.9, -2.4, -0.7], [0.5, 2.2, 0.3], [-0.1, -1.0, -1.0], [0.0, 0.3, -0.1], [0.0, -0.2, 0.0], [0.0, -0.1, 0.0], [0.1, 0.0, -0.1], [0.1, 0.1, 0.3], [0.1, -0.2, 0.2], [-0.1, 0.1, 0.0], [0.0, 0.0, -0.1], [0.0, -0.1, 0.0], [0.0, -0.1, 0.1], [0.0, 0.1, 0.1], [0.0, 0.0, 0.1], [0.0, 0.0, 0.0], [0.0, -0.1, -0.1], [-0.1, 0.0, 0.0], [-0.1, 0.1, 0.0], [0.3, 0.3, 0.6], [-0.4, -0.5, 0.0], [0.8, 0.4, -0.1], [-0.1, -0.3, -0.2], [-0.2, -0.1, -0.1], [-0.3, 0.1, 0.3], [0.2, 0.1, 0.0], [-0.1, 0.0, -0.1], [-0.1, 0.0, 0.1], [0.1, 0.0, 0.0], [-0.4, -0.4, -0.4], [0.0, -0.1, -0.1], [-0.1, 0.0, 0.0], [-0.1, 0.0, 0.1], [0.0, 0.1, 0.1], [0.2, 0.1, 0.1], [-0.2, -0.5, 0.8], [0.1, -0.2, -1.4], [0.2, 0.3, -0.3], [0.2, 0.4, 0.4], [-0.6, -0.2, 0.4], [-0.5, -0.7, -0.1], [-0.2, 0.0, 0.0], [0.0, 0.2, -0.1], [0.0, 0.1, 0.0], [0.1, 0.1, 0.1], [0.0, -0.2, 0.1], [0.6, 0.0, 0.0], [0.1, -0.2, 0.1], [-0.2, -0.1, 0.0], [-0.1, 0.0, 0.0], [-0.2, 0.1, 0.0], [0.2, 0.1, 0.0], [0.0, 0.2, -0.5], [0.0, -0.1, -0.3], [0.0, -0.2, 0.1], [0.0, -0.1, 0.1], [0.0, 0.1, 0.2], [-0.1, 0.2, 0.0], [0.1, 0.0, -0.1], [0.0, -0.1, 0.2], [-0.1, 0.1, 0.1], [-0.1, 0.1, 0.1], [0.0, 0.0, -0.1], [0.0, 0.1, -0.1], [0.0, 0.0, 0.0], [0.0, 0.0, 0.0], [0.1, -0.1, 0.0], [0.0, -0.1, 0.0], [0.0, 0.0, 0.1], [0.0, 0.0, 0.0], [0.0, 0.1, 0.0], [0.0, 0.1, -0.1], [0.0, -0.1, -0.1], [0.0, 0.0, 0.0], [0.0, 0.0, 0.0], [0.0, 0.0, 0.0], [0.0, 0.1, 0.1]], "lowdin_charge": [0.700, -0.012, -0.220, -0.176, -0.183, -0.271, 0.001, 0.015, 0.031, 0.124, 0.095, 0.100, 0.105, 0.105, 0.106, 0.109, 0.108, 0.088, 0.065, 0.750, -0.706, -0.260, -0.676, 0.877, -0.690, 0.697, -0.712, 0.667, -0.706, 0.667, 0.663, -0.844, 0.045, -0.001, -0.275, -0.041, -0.100, -0.107, -0.094, -0.046, 0.020, 0.068, -0.279, -0.046, -0.080, -0.086, -0.082, -0.033, 0.139, 0.105, 0.099, 0.096, 0.102, 0.117, 0.099, 0.100, 0.097, 0.107, 0.096, 0.000, -0.464, 0.090, -0.440, 0.084, -0.075, -0.008, -0.083, -0.080, 0.003, -0.069, 0.114, 0.097, 0.099, 0.118, -0.008, -0.720, -0.161, -0.190, -0.256, 1.076, -0.266, -0.147, -0.089, -0.102, -0.090, -0.122, -0.242, -0.126, -0.100, -0.109, -0.103, -0.114, -0.257, -0.104, -0.099, -0.109, -0.097, -0.118, 0.109, 0.062, 0.060, 0.045, 0.043, 0.099, 0.095, 0.097, 0.095, 0.089, 0.095, 0.094, 0.096, 0.080, 0.083, 0.096, 0.094, 0.097, 0.103]}